Density functional theory data (ωB97M-V/def2-TZVPD) for a molecular structure, C11H16Cl3F3O4STc in a non-equilibrium geometry.

ΔE to the lowest compared entry with this formula, charge and spin ... 33.8 kJ/mol
Expectation value of S² ... 3.80
E_HOMO (alpha / beta) ... -0.48 / -0.98 eV
Kohn-Sham gap (alpha / beta) ... 5.95 / 6.45 eV
Net charge ... -2
2S+1 ... 4
E_LUMO (alpha / beta) ... 5.47 / 5.47 eV

Cartesian coordinates (Å):
C 1.50459 0.39512 0.59293
C 2.10018 0.06468 -0.71875
C 1.36642 -0.97354 -1.29776
C 3.34124 0.64819 -1.24689
C 0.43671 -1.48569 -0.31903
C 0.57322 -0.72320 0.85761
C 0.15603 -1.19568 2.18876
C 2.32934 0.99208 1.68631
C 1.49048 -1.42664 -2.69921
C -0.50791 -2.60635 -0.51819
Tc -0.24694 1.53226 -0.06990
Cl 0.61556 2.25603 -1.98931
Cl 0.55809 3.65359 0.52260
Cl -1.38568 0.27269 -1.75367
H 3.78981 1.30900 -0.50366
H 3.16903 1.22303 -2.16155
H 4.05064 -0.15489 -1.48286
H 1.40711 -0.58544 -3.40542
H 0.72380 -2.16889 -2.94951
H 2.47543 -1.88188 -2.85457
H -1.03184 -2.52606 -1.47830
H -1.27359 -2.59510 0.26415
H 0.01158 -3.57286 -0.49008
H -0.88668 -1.52531 2.15652
H 0.22303 -0.39039 2.92025
H 0.78888 -2.03593 2.52178
H 2.89236 1.85093 1.31490
H 3.02938 0.24104 2.08068
H 1.68619 1.34220 2.49634
O -0.72919 1.53175 1.89843
H -0.95510 2.40512 2.29328
F -5.51239 1.65420 -0.20411
C -4.65114 0.61150 -0.24497
F -5.29717 -0.50562 0.17972
F -4.27605 0.42456 -1.52614
S -3.17832 0.92262 0.86272
O -2.46902 2.02390 0.10491
O -3.82537 1.35876 2.08033
O -2.49268 -0.35977 0.89164



Density functional theory data (ωB97M-V/def2-TZVPD) for 2 unconnected molecules or ions with the total composition C11H16F6NO2P in a non-equilibrium geometry.

E_HOMO ... -10.17 eV
Kohn-Sham gap ... 7.65 eV
Net charge ... 0
E_LUMO ... -2.52 eV

Cartesian coordinates (Å):
C -4.97319 -1.75016 -0.02606
C -3.45040 -1.93797 -0.58846
C -3.24089 -1.18754 -1.99168
C -1.77175 -0.52359 -2.17846
C -1.33339 0.41098 -0.94468
C 0.11607 0.11428 -0.35380
C 1.11268 1.31937 -0.23379
N 2.41432 1.11274 0.32907
C 2.93486 -0.12409 0.82293
C 2.07803 -1.40581 0.75356
C 0.64281 -1.24957 0.15408
C -0.25814 -2.55512 0.09546
O -0.74087 -2.98006 1.18647
O -0.52101 -3.30337 -1.07139
H -4.99412 -0.69032 0.43212
H -5.05707 -2.47440 0.85776
H -5.76419 -1.90545 -0.83021
H -2.76997 -1.58791 0.25497
H -3.35291 -3.06581 -0.79665
H -3.48536 -1.84971 -2.90645
H -4.02050 -0.33486 -2.02787
H -0.97121 -1.30423 -2.47217
H -1.86884 0.15230 -3.11322
H -2.15833 0.44088 -0.13506
H -1.29511 1.49182 -1.35658
H 0.75628 2.33314 -0.60783
H 3.02327 1.94699 0.41303
H 3.98733 -0.18372 1.27898
H 2.46552 -2.41035 1.15766
H -1.37832 -3.77614 -0.97885
F 4.09412 3.60259 0.73101
P 4.84146 3.89914 2.12610
F 6.05869 3.01259 1.55886
F 4.19540 2.51416 2.65133
F 4.18784 5.30161 1.69367
F 6.16498 4.73030 2.49954
F 4.33186 4.21728 3.61662



Density functional theory data (ωB97M-V/def2-TZVPD) for 2 unconnected molecules or ions with the total composition C11H16N4O.

E_HOMO ... -7.90 eV
Kohn-Sham gap ... 8.05 eV
SMILES ... N#CC[C@@H](C#N)C[C@@H](O)CN.c1cc[nH]c1
Net charge ... 0
E_LUMO ... 0.14 eV

Cartesian coordinates (Å):
N 0.89736 0.71010 1.16245
C 0.18277 0.30781 0.35713
C -0.71596 -0.23808 -0.66081
C -1.67245 -1.30415 -0.03806
C -2.98217 -0.67949 0.19212
N -4.02264 -0.22824 0.37773
C -1.87519 -2.55120 -0.91593
C -0.65748 -3.47291 -0.94370
O 0.49815 -2.77771 -1.41344
C -0.41391 -4.14881 0.42468
N 0.71379 -3.53747 1.13154
H -1.29959 0.59918 -1.04798
H -0.12538 -0.64905 -1.47134
H -1.28351 -1.60596 0.93615
H -2.67987 -3.13676 -0.46837
H -2.17948 -2.29288 -1.93048
H -0.88583 -4.26715 -1.66036
H 0.95190 -3.34116 -2.04837
H -0.28562 -5.22610 0.26794
H -1.29138 -4.02872 1.06202
H 0.96875 -4.13402 1.91104
H 1.53074 -3.50100 0.53394
N 1.36098 4.73794 -0.65173
C 1.80733 5.94481 -0.18401
C 2.06645 5.80227 1.15254
C 1.76468 4.45715 1.50288
C 1.33250 3.82409 0.36928
H 1.09396 4.55173 -1.59960
H 1.90264 6.79468 -0.83780
H 2.43198 6.57544 1.80747
H 1.85512 4.00422 2.47562
H 1.01135 2.81145 0.20744



Density functional theory data (ωB97M-V/def2-TZVPD) for C11H16N4O3 in the gas phase in a non-equilibrium geometry.

ΔE to the lowest compared entry with this formula, charge and spin ... 415.1 kJ/mol
E_HOMO ... -8.61 eV
Kohn-Sham gap ... 9.30 eV
SMILES ... O=C(O)[C@H](Cc1c[nH]cn1)NC(=O)[C@@H]1CCCN1
Net charge ... 0
E_LUMO ... 0.70 eV

Cartesian coordinates (Å):
C -1.60348 -0.12736 -0.01019
C -1.79072 -1.39850 -0.86847
C -2.53670 0.38465 1.19875
C -2.38604 1.86496 1.05305
C -1.84607 2.22200 -0.32572
C 0.61892 -1.90521 -0.41102
C 0.58112 -1.61807 1.20845
C 1.35338 -1.06409 -1.42064
C 2.39982 -0.14064 -0.90612
C 2.55591 1.27211 -0.76684
C 4.03768 0.19074 0.32802
H -2.62468 0.66568 -1.48822
H -0.59505 -0.13338 0.55825
H -2.37026 -0.17899 2.13655
H -3.44399 0.02252 0.87141
H -3.40856 2.20652 1.06150
H -1.95261 2.56654 1.82643
H -0.81936 2.54778 -0.26233
H -2.35876 3.12440 -0.71155
H -0.75714 -3.02032 -1.45646
H 1.26680 -2.77531 -0.30588
H 1.94907 -1.83967 -1.93916
H 0.51474 -0.56315 -1.97642
H 2.03927 2.10633 -1.17299
H 4.97430 0.19334 0.93993
H 4.05415 2.37190 -0.06700
H -0.35702 -1.78627 2.73984
N -1.77932 0.96271 -1.02967
N -0.74483 -2.25137 -0.78679
N 3.35176 -0.73012 -0.21789
N 3.68020 1.46614 -0.02334
O -2.78430 -1.59553 -1.56442
O 1.53724 -1.46073 1.93322
O -0.75550 -1.57961 1.85571



| no. | DFT total energy (Ha) |
| --- | --- |
| 1 | -2888.9689 |
| 2 | -1574.4535 |
| 3 | -722.9712 |
| 4 | -873.4099 |